(1)
DFT (ωB97M-V with the def2-TZVPD basis set) results for a molecular structure, C21H54LiN3O13P in a non-equilibrium geometry.

ORCA input file:
```
! wB97M-V def2-TZVPD RIJCOSX def2/J DEFGRID3
* xyz 1 1
P -0.62928 -1.52354 -1.63918
O 1.86072 -0.89754 3.28982
O -3.61728 0.06046 4.43982
O 2.78772 3.03646 1.06982
O -0.13828 -2.21454 -0.52618
O -0.80528 -2.20854 -2.99218
O 0.49472 -0.35454 -1.49218
O -1.66528 -0.74254 -0.87018
O 2.82172 -1.00054 -1.56718
O -3.48328 0.64946 0.01982
O 0.82572 0.82746 4.21382
O 0.33972 0.30046 2.01182
O 3.02972 5.25846 1.37282
O 4.12772 4.30646 -0.29018
N 2.59872 -3.29354 -4.24718
N -1.65928 3.77246 -0.72718
N -2.98028 -2.99054 2.42382
C 1.41972 -4.27154 -3.95418
C -3.38828 -2.04854 3.50782
C 3.77572 6.48346 1.21282
C -0.12728 1.86646 4.29382
C -2.19928 2.42546 -0.82018
C 2.98072 1.86046 0.17382
C 2.51572 -1.94654 -3.45718
C -3.41928 -4.37954 2.72982
C -2.75328 4.80346 -0.78018
C 3.37072 4.16246 0.72882
C -3.14028 -0.55354 3.24182
C 2.17872 -1.70554 2.13282
C -0.76528 3.93446 0.44582
C -1.47028 -2.88754 2.35182
C -3.64528 -2.68554 1.02682
C 3.92172 -4.07554 -4.36318
C 2.24372 -2.93554 -5.69618
C -3.00128 1.90146 0.32482
C -0.85328 4.02546 -1.97018
C 0.97972 0.06646 3.04982
C 2.88372 -2.36154 -2.04318
Li 0.05072 -0.34454 0.20682
H -1.22928 1.71246 -0.93218
H 1.55672 -1.98854 1.50082
H -3.01628 -4.85754 3.87082
H -2.42328 5.80746 -1.17718
H 4.76572 6.49246 1.38982
H -1.01128 -1.94854 2.04982
H -1.29128 3.91146 1.24882
H 0.40172 -3.52654 -4.10418
H 4.65872 -3.25754 -4.41018
H 2.41472 1.02246 0.38482
H 2.82772 -2.53254 2.28082
H 3.31472 7.11546 1.93682
H -0.19828 3.11846 0.56782
H -0.04728 2.47446 5.12182
H 2.73872 2.17746 -0.92718
H 3.15572 -1.18354 -3.70118
H -1.05528 -3.58954 1.55782
H -0.24528 4.84046 -1.91118
H 1.30272 -2.41454 -5.69318
H 2.06572 -2.81154 -1.54518
H 3.86272 -4.69754 -3.37518
H 4.08672 1.44746 0.15582
H 1.93972 -0.56354 -1.64018
H -2.00528 -0.45654 3.11482
H -2.87228 0.04546 -0.25218
H -4.51428 -4.52554 2.93582
H 2.77072 -1.07454 1.58682
H 3.40972 6.74146 0.29482
H 1.54472 -1.58454 -3.59618
H -2.87828 2.34646 -1.57218
H -4.78528 -2.72554 1.12382
H -3.80028 2.65246 0.68182
H 2.28472 -3.83854 -6.38618
H -3.47928 0.95646 4.41982
H -0.97128 1.46646 4.54982
H 2.90972 -2.04754 -6.21618
H -3.30028 -3.31154 0.20482
H -0.17128 2.46546 3.33482
H 1.36172 -4.97154 -4.69418
H -3.11028 -2.32354 4.55382
H 1.65772 -4.56154 -3.04718
H -2.98628 -5.00254 2.05382
H -3.19728 -1.63454 0.60882
H -3.49128 4.60546 -1.41218
H -2.46928 1.71146 1.25482
H -1.04928 -3.22954 3.29182
H -1.29528 3.85746 -2.96818
H -0.02028 3.35146 -2.24118
H 3.98172 -4.66154 -5.35118
H 3.80172 -2.93654 -1.86618
H -4.38828 -2.09054 3.29782
H -0.31628 4.73646 0.33982
H -3.58828 -0.06154 2.32782
H -3.07328 5.03246 0.14582
*
```

Results
HOMO energy ... -8.25 eV
Energy above the lowest of the compared OMol25 structures with the same formula, charge and spin ... 352.88 kJ/mol
LUMO level ... -0.0695 Ha

Results of the Löwdin charge analysis, in e, for atoms 1 through 2: number 1, P, carries -0.102; number 2, O, carries 0.076

(2)
DFT (ωB97M-V with the def2-TZVPD basis set) results for a gas-phase ion, C32H31Br2OSi (charge +1) in a non-equilibrium geometry.

ORCA input file:
```
! wB97M-V def2-TZVPD RIJCOSX def2/J DEFGRID3
* xyz 1 1
Br 5.49141 4.86567 -2.72059
Br -7.02893 4.40550 -1.24345
Si -1.92575 -1.30756 2.55205
O -0.83613 -0.50928 1.44573
C -0.68097 -2.56707 -0.96222
C 4.53229 -1.01880 1.39261
C 4.08744 -1.81329 -0.85492
C -2.89740 2.16651 -1.19957
C 2.85166 -1.15574 -0.84604
C -0.43551 1.88382 -0.85089
C 3.86647 2.50877 -2.84600
C 1.14188 0.26599 0.31422
C 0.05835 -4.86435 -0.73193
C -0.72528 -3.89703 -1.36429
C 2.01325 2.02539 -1.34335
C 3.30550 -0.34737 1.39672
C 0.93780 -3.18085 0.76497
C -2.56608 -2.93227 1.91891
C 0.87422 -4.50057 0.33913
C 2.82478 1.67450 -2.42339
C 0.17143 -2.19190 0.10437
C 0.85354 1.06637 -0.92374
C 4.07840 3.72176 -2.17167
C -5.33716 2.11552 -1.27620
C 2.49247 -0.41597 0.27752
C -2.93838 3.58479 -1.22285
C 0.12704 -0.82286 0.60975
C -5.36763 3.51585 -1.25935
C -4.16943 4.24630 -1.24825
C 2.18548 3.26668 -0.72900
C -4.11819 1.45350 -1.25651
C -1.65536 1.39203 -1.13791
C -3.29443 -0.07946 2.74539
C 3.22094 4.12436 -1.13841
C -0.94077 -1.55962 4.10379
C 4.92534 -1.73512 0.25962
H 4.49439 2.22867 -3.68545
H 3.33961 5.09320 -0.66941
H -0.04467 -2.16923 3.92923
H 2.13767 -1.28335 -1.66330
H -0.28887 2.93999 -0.62446
H -4.05721 -0.49668 3.41910
H 1.46608 -5.24908 0.85587
H -4.20752 5.32850 -1.25522
H 2.94776 0.19229 2.27897
H 2.64862 0.73513 -2.94684
H 1.54227 -2.88421 1.62386
H 1.50212 3.58904 0.05510
H -6.25699 1.54930 -1.29855
H 5.87437 -2.26649 0.24220
H 0.74101 0.35534 -1.75738
H -3.77496 0.15580 1.78727
H -1.55987 -2.07617 4.85154
H 4.34792 -2.40596 -1.73262
H -2.00199 4.14775 -1.24613
H -1.39156 -4.17340 -2.18061
H 0.02105 -5.90314 -1.06471
H -4.07668 0.36214 -1.29227
H -2.92359 0.85279 3.19025
H -0.62835 -0.59759 4.52987
H -1.79532 -3.70929 1.85108
H -3.05239 -2.84071 0.94067
H -1.32877 -1.80639 -1.40262
H 1.14904 0.91716 1.19622
H -1.76726 0.30869 -1.33077
H 5.14732 -0.99622 2.28834
H -3.32549 -3.28210 2.63650
*
```

Results
HOMO energy ... -10.70 eV
LUMO level ... -0.1648 Ha

Results of the Löwdin charge analysis, in e, for atoms 1 through 2: number 1, Br, carries 0.752; number 2, Br, carries 0.767

(3)
DFT (ωB97M-V with the def2-TZVPD basis set) results for 2 unconnected molecules or ions with the total composition C3H6O2 in a non-equilibrium geometry.

ORCA input file:
```
! wB97M-V def2-TZVPD RIJCOSX def2/J DEFGRID3
* xyz -1 2
O -0.43458 1.63469 0.84095
O -0.65023 -1.10370 -1.62616
C -0.19876 0.47017 1.09649
C 0.97457 -0.45896 0.98165
C -0.78241 0.17666 -1.75357
H 1.13620 -0.85892 -0.02157
H 0.66554 -1.35542 1.49883
H 0.08091 0.81448 -2.10197
H -1.09011 -0.13432 1.48934
H 1.92689 -0.01282 1.19532
H -1.62804 0.82812 -1.59930
*
```

Results
HOMO energy (alpha / beta) ... 0.43 / -2.87 eV
Expectation value of S² ... 0.753
Energy above the lowest of the compared OMol25 structures with the same formula, charge and spin ... 61.44 kJ/mol
LUMO level (alpha / beta) ... 0.1526 / 0.1513 Ha

Results of the Löwdin charge analysis, in e, for atoms 1 through 2: number 1, O, carries -0.021; number 2, O, carries -0.349

(4)
DFT (ωB97M-V with the def2-TZVPD basis set) results for 9 unconnected molecules or ions with the total composition C36H96B3F12N6O12 in a non-equilibrium geometry.

ORCA input file:
```
! wB97M-V def2-TZVPD RIJCOSX def2/J DEFGRID3
* xyz 3 1
F 1.12916 0.91251 -0.41019
F -0.26540 -3.90050 -3.05579
F 1.81673 -0.66575 1.03681
F -3.82951 1.76491 3.23084
F -1.63660 1.91100 3.88245
F 0.92694 -3.92204 -1.05587
F -3.07187 3.65179 4.33281
F -2.50310 3.31127 2.20093
F 1.18278 1.41103 1.84485
F -1.23792 -3.25116 -1.05215
F 3.14219 1.17828 0.70781
F 0.28381 -1.91929 -2.00504
O -2.99907 -2.35152 -4.47307
O -7.96890 4.90072 -1.53458
O -1.07726 5.99793 0.88813
O 4.55146 -0.33203 4.50780
O -3.56356 -1.76662 -0.23291
O 2.60070 3.71354 3.40147
O 3.71478 -5.78229 1.64727
O 6.58623 3.56316 1.91136
O 5.15641 -8.97433 1.08225
O -6.99463 2.91953 1.41239
O -0.03317 -1.27024 -8.85266
O -1.06205 -3.23271 2.49288
N -1.83294 -1.57101 -6.72158
N -1.07878 -0.95942 0.72095
N -5.78556 5.24444 0.34350
N 1.27642 4.07898 0.96338
N 5.95212 -6.46359 0.62343
N 5.67243 1.02274 2.21257
C 2.52021 -5.31673 2.28504
C -1.93465 -0.02621 -0.07089
C -0.47005 -1.99298 2.89633
C 6.31117 3.14009 3.22120
C -2.23639 -0.78580 -7.95387
C 5.68865 -9.16229 2.39134
C 3.60058 -5.81723 0.23742
C 1.66483 3.43406 4.42437
C -5.80716 2.77839 0.66685
C -1.12388 -0.80669 2.21028
C 5.00654 -5.77426 -0.33912
C -0.95217 -0.25590 -8.57747
C -0.38078 -2.30434 -9.77682
C 2.48300 5.05080 2.90669
C 5.34567 -1.06070 3.62147
C -0.01882 3.95797 0.17866
C -5.00311 4.03592 0.82716
C -4.76984 -2.19060 -0.81136
C -2.46907 -3.35204 2.53672
C -8.97245 4.16530 -2.17777
C -3.40535 -0.38601 -0.02540
C -1.75037 -1.70490 -4.24711
C 6.88113 -7.54190 0.07389
C -3.05295 -3.51580 -3.63102
C 1.31868 5.18243 1.99785
C -7.87725 1.80954 1.34891
C 6.50153 1.64631 3.28593
C 6.38447 4.93688 1.60610
C 3.21883 -0.23326 4.06763
C -6.65397 4.67249 -1.98398
C -1.52708 -0.80053 -5.44097
C -0.60272 5.30690 -0.23344
C -1.76119 7.18438 0.51811
C 5.43403 -0.49445 2.20594
C 6.10897 -8.88248 0.06242
C -5.72687 5.51296 -1.16636
B -2.76547 2.63888 3.42945
B -0.04969 -3.26887 -1.81676
B 1.78703 0.70919 0.78913
H 2.22019 -4.35510 1.86846
H 2.72067 -5.21626 3.35010
H -2.95739 -0.01428 -7.69021
H 7.65718 -7.53468 0.83964
H 3.03303 -6.70658 -0.04820
H 2.48778 5.78152 3.71742
H 1.63544 4.24277 5.16906
H 5.55832 -8.89963 -0.87753
H -8.59407 1.92548 2.15652
H 1.58856 3.19129 1.36794
H 6.35121 -1.04198 4.04631
H -1.74164 -1.22834 -3.26523
H 5.30159 3.41925 3.56360
H 2.02146 2.56639 4.97526
H 0.09256 -3.23712 -9.47170
H -2.60800 -2.20220 -6.49966
H -1.37950 -1.91655 0.48161
H -8.91791 3.07873 -2.07286
H -7.29676 0.90580 1.56169
H -5.44489 6.09823 0.78016
H -2.78225 -3.19874 -2.62196
H 6.09347 -8.19895 2.73011
H -1.57526 -0.23361 -1.07874
H 7.00500 5.54281 2.27475
H 7.53744 1.41267 3.03775
H 1.96941 4.36179 0.27160
H 6.36078 -0.89483 1.79313
H 1.44536 6.13420 1.47954
H -6.49967 3.59071 -1.93113
H -1.02496 -2.15121 -6.95865
H -4.75328 -3.21225 -1.18868
H 3.05226 -4.93795 -0.11146
H 0.13738 5.83935 -0.84552
H 6.91745 3.74396 3.90620
H -2.73922 7.01884 0.06174
H -2.91511 -2.61880 1.85934
H -6.62499 5.00892 -3.02785
H 2.67040 -1.17738 4.01419
H -2.78671 -1.48644 -8.58013
H -8.35077 1.71704 0.36918
H 4.73854 1.45011 2.21191
H -2.35030 -4.25240 -4.02023
H -0.09349 -0.95568 0.43633
H 2.61931 0.44074 4.67860
H -6.00772 6.56553 -1.19336
H 6.05916 1.28643 1.30620
H -2.92309 -3.30098 3.52939
H 5.33351 -4.73660 -0.39666
H -1.14949 7.81276 -0.13499
H 5.34847 -6.93986 1.30652
H 0.54559 -2.07518 2.51206
H -3.96271 0.11283 -0.82849
H -0.48835 -0.49374 -5.53147
H -8.97989 4.37220 -3.25759
H 5.06348 -2.11663 3.53656
H -0.95084 -2.45416 -4.21779
H 6.50381 -5.79125 1.14449
H -4.68722 5.37795 -1.45416
H 4.83752 -9.34006 3.04513
H -4.84740 4.26528 1.88148
H -5.67070 -2.12012 -0.19943
H 5.15409 -6.20266 -1.32730
H 6.43323 -9.95196 2.48247
H -4.95106 -1.63732 -1.74210
H -4.03002 -3.98946 -3.56295
H -2.20018 0.05175 -5.37295
H 3.17358 0.25282 3.08738
H 6.25620 1.23974 4.26142
H 0.27767 3.41019 -0.71735
H 4.60256 -0.74088 1.55119
H -1.69965 0.95147 0.34628
H 6.86059 -9.67367 0.06424
H -0.74253 3.31274 0.67357
H -1.44366 -2.55305 -9.77461
H -1.89105 7.77968 1.42100
H -1.14763 0.19456 -9.55777
H 1.72585 -6.05897 2.19748
H 7.26554 -7.18361 -0.87650
H -0.58180 0.49916 -7.88343
H -0.72078 0.18900 2.39537
H -2.73818 -4.32121 2.11866
H -5.99999 2.43005 -0.35048
H -3.85520 -0.05074 0.91756
H 0.60099 3.33331 4.18413
H 6.76128 5.15820 0.61232
H 5.32032 5.09753 1.77749
H -2.18271 -0.66506 2.43319
H -6.77703 5.16810 0.59840
H -0.50670 -1.95025 3.98402
H -0.00986 -2.05477 -10.76849
H -4.00820 3.96684 0.39356
H -5.15353 2.01576 1.10938
H -1.38941 5.07387 -0.96277
H 0.34563 5.18937 2.48234
H 3.39357 5.23200 2.33033
H -9.94064 4.55553 -1.87191
*
```

Results
HOMO energy ... -14.62 eV
Energy above the lowest of the compared OMol25 structures with the same formula, charge and spin ... 0.00 kJ/mol
LUMO level ... -0.1947 Ha

Results of the Löwdin charge analysis, in e, for atoms 1 through 2: number 1, F, carries 0.155; number 2, F, carries 0.097

Values of E, in order: -2323.19788; -6750.56559; -268.29399; -3933.25603, all in Eh.